{"formula": "C3H2EuLiO2", "method": "ωB97M-V with the def2-TZVPD basis set", "elements": ["C", "Li", "O", "C", "H", "H", "Eu", "O", "C"], "xyz": [[0.512553, 0.208032, -0.173151], [-1.372104, -1.759807, 0.896698], [-1.053082, 0.129225, 0.726037], [-0.837628, 0.625100, -0.598089], [-0.951351, 1.715791, -0.669898], [-1.315137, 0.093994, -1.432676], [2.851773, 0.522079, 1.115991], [1.717620, -0.680585, -0.581137], [0.447353, -0.853825, 0.716221]], "forces_ev_per_a": [[5.40, -6.92, 0.24], [-0.07, 0.62, 0.15], [-7.46, 0.49, 1.90], [0.87, 0.42, 1.68], [-0.36, -0.37, -0.02], [0.34, 0.07, 0.26], [-1.35, -1.27, -1.72], [3.36, 2.67, -1.06], [-0.73, 4.29, -1.42]], "largest_force_ev_per_a": 8.78, "s2": 15.76, "charge": 1, "spin_multiplicity": 8, "homo_lumo_gap_ev": [5.665, 5.831], "homo_energy_ev": [-10.5, -10.5], "e_lumo_ev": [-4.805, -4.678]}

{"formula": "C3H2F2", "method": "ωB97M-V with the def2-TZVPD basis set", "elements": ["C", "C", "C", "F", "F", "H", "H"], "xyz": [[-0.035722, -0.367868, 0.111167], [-1.342260, -1.122275, 0.158116], [0.632712, 0.828245, -0.071771], [-2.140961, -0.860189, -0.877847], [1.901573, 0.864770, 0.240286], [0.857244, -1.048715, 0.547442], [0.127414, 1.706032, -0.107394]], "forces_ev_per_a": [[3.19, -0.98, 0.40], [0.72, 0.95, -0.27], [-2.36, -4.60, 1.14], [0.86, 0.33, 0.48], [0.90, 0.49, -0.16], [-2.43, 0.80, -0.91], [-0.88, 3.01, -0.69]], "largest_force_ev_per_a": 5.29, "homo_lumo_gap_ev": 8.523, "homo_energy_ev": -9.4, "e_lumo_ev": -0.895, "de_lowest_ev": 2.822}

{"formula": "C3H2F2N2OS", "method": "ωB97M-V with the def2-TZVPD basis set", "elements": ["C", "C", "C", "N", "N", "O", "F", "F", "S", "H", "H"], "xyz": [[1.109307, 0.136078, -0.107031], [-2.695698, -0.619407, 0.397692], [2.399495, 0.705397, -0.182279], [-1.601371, -0.830252, -0.103951], [-0.796508, -1.625176, -0.573961], [-3.684721, 0.202862, 0.365881], [3.518321, 0.038664, -0.560525], [2.727671, 1.409948, 0.891334], [0.877435, -1.453553, -0.397553], [2.162401, 1.486961, -0.974301], [-4.016331, 0.548479, 1.244690]], "forces_ev_per_a": [[-1.81, -2.69, 0.56], [2.54, -0.43, 0.83], [0.27, 2.66, -2.16], [-2.99, 1.12, 1.27], [0.86, -2.05, -1.11], [-1.07, 1.64, 0.11], [0.34, -0.89, 0.01], [0.49, 0.58, 1.71], [-0.10, 1.97, -0.09], [0.74, -0.73, 0.04], [0.74, -1.17, -1.17]], "largest_force_ev_per_a": 3.44, "homo_lumo_gap_ev": 7.966, "homo_energy_ev": -8.7, "e_lumo_ev": -0.751, "de_lowest_ev": 3.307}

{"formula": "C3H2F2O2", "method": "ωB97M-V with the def2-TZVPD basis set", "elements": ["O", "C", "C", "F", "H", "O", "C", "F", "H"], "xyz": [[-2.112396, 1.631910, 1.570132], [-2.256055, 0.704136, 0.671960], [-2.200006, -0.149147, -0.197904], [-2.576029, -1.269767, -0.846113], [-1.144362, 1.585064, 1.980212], [1.000362, -0.219315, 0.027528], [0.297706, -0.115262, -0.965401], [0.139030, 1.071836, -1.547555], [-0.342078, -0.696255, -1.604575]], "forces_ev_per_a": [[2.88, 0.27, 1.13], [0.34, -1.83, -1.30], [-1.60, -0.26, 0.78], [0.75, 1.71, 0.80], [-2.84, 0.04, -1.22], [-2.15, -0.47, -3.07], [1.96, 1.10, 2.78], [0.45, 1.17, -0.20], [0.21, -1.74, 0.30]], "largest_force_ev_per_a": 3.77, "smiles": "OC#CF.O=CF", "homo_lumo_gap_ev": 10.232, "homo_energy_ev": -10.0, "e_lumo_ev": 0.274, "de_lowest_ev": 4.138}

{"formula": "C3H2F2O2", "method": "ωB97M-V with the def2-TZVPD basis set", "elements": ["C", "C", "C", "O", "O", "F", "F", "H", "H"], "xyz": [[-0.400408, 0.266826, 1.681166], [-0.401442, -0.780774, -0.647301], [0.429604, 0.451774, -0.466777], [-0.761455, 0.177060, 2.796115], [0.342681, 0.926817, 0.895036], [0.443102, -1.800968, -0.771848], [0.023836, 1.394037, -1.316572], [-1.241015, -0.784096, -1.431066], [1.565097, 0.149324, -0.738752]], "forces_ev_per_a": [[-2.62, -3.38, -0.50], [-1.24, 0.80, 0.29], [1.97, -1.76, -0.67], [0.99, 0.96, -0.77], [2.07, 2.41, -0.75], [0.11, -1.37, -0.14], [-0.20, 1.19, 0.12], [1.33, 0.07, 1.31], [-2.41, 1.07, 1.09]], "largest_force_ev_per_a": 4.30, "homo_lumo_gap_ev": [7.967, 9.203], "homo_energy_ev": [-8.3, -9.2], "e_lumo_ev": [-0.304, 0.038], "de_lowest_ev": 4.034}

{"formula": "C3H2F2O4", "method": "ωB97M-V with the def2-TZVPD basis set", "elements": ["O", "C", "O", "C", "F", "F", "C", "O", "O", "H", "H"], "xyz": [[-0.762725, -1.073029, 1.314329], [-1.090032, -0.459894, 0.270754], [-2.230587, -0.644910, -0.462172], [-0.113360, 0.598566, -0.019984], [-0.275111, 1.430283, -1.062806], [0.064125, 1.381533, 1.089615], [1.207765, -0.262531, -0.114775], [2.183882, -0.274734, 0.575133], [1.078051, -0.946243, -1.266972], [-2.354909, 0.194598, -1.092407], [2.078578, -1.246459, -1.247389]], "forces_ev_per_a": [[-1.91, 1.11, -3.95], [-1.85, -2.16, 3.61], [1.22, 2.72, -0.78], [3.19, 0.95, 1.57], [-0.43, -0.45, -0.27], [-0.66, -0.05, -0.57], [-0.46, 1.24, -0.89], [-0.83, 0.24, -0.20], [3.73, -0.81, 0.68], [0.51, -2.64, 1.80], [-2.51, -0.14, -1.02]], "largest_force_ev_per_a": 4.60, "smiles": "O=C(O)C(F)(F)C(=O)O", "homo_lumo_gap_ev": 11.503, "homo_energy_ev": -11.4, "e_lumo_ev": 0.144}

Repeat the fifth record exactly.
{"formula": "C3H2F2O2", "method": "ωB97M-V with the def2-TZVPD basis set", "elements": ["C", "C", "C", "O", "O", "F", "F", "H", "H"], "xyz": [[-0.400408, 0.266826, 1.681166], [-0.401442, -0.780774, -0.647301], [0.429604, 0.451774, -0.466777], [-0.761455, 0.177060, 2.796115], [0.342681, 0.926817, 0.895036], [0.443102, -1.800968, -0.771848], [0.023836, 1.394037, -1.316572], [-1.241015, -0.784096, -1.431066], [1.565097, 0.149324, -0.738752]], "forces_ev_per_a": [[-2.62, -3.38, -0.50], [-1.24, 0.80, 0.29], [1.97, -1.76, -0.67], [0.99, 0.96, -0.77], [2.07, 2.41, -0.75], [0.11, -1.37, -0.14], [-0.20, 1.19, 0.12], [1.33, 0.07, 1.31], [-2.41, 1.07, 1.09]], "largest_force_ev_per_a": 4.30, "homo_lumo_gap_ev": [7.967, 9.203], "homo_energy_ev": [-8.3, -9.2], "e_lumo_ev": [-0.304, 0.038], "de_lowest_ev": 4.034}